[1]
ORCA calculation (ωB97M-V/def2-TZVPD) on a molecular structure, C61H38N8RuS in a non-equilibrium geometry.

Structure (XYZ):
```
109
C61H38N8RuS, DFT ωB97M-V/def2-TZVPD
Ru -0.43535 -0.59438 -0.52540
S -1.37355 0.60839 -4.81735
N -0.64032 -1.63102 1.16021
N -0.29126 0.04348 -2.39570
N -0.17669 1.90747 -0.29626
N 0.93103 0.53030 -2.84658
N -1.33384 -0.43836 1.41362
N -2.37745 -0.09674 -0.97330
N 1.39197 -1.65503 -0.68668
N -10.04686 -2.37728 3.23569
C -0.30645 -1.26476 4.26851
C -7.72327 -1.70654 2.29663
C -4.55567 -0.39903 -1.56441
C -6.94123 -0.75032 2.95268
C 2.13932 3.68527 4.09904
C -0.40960 1.72602 2.09618
C 1.54987 6.46667 -3.28465
C -3.54921 -0.46089 -0.46761
C 2.55460 -3.13077 -4.99739
C -3.78887 -0.73670 0.87422
C -0.54936 0.41385 2.29736
C 3.37270 -3.79386 -5.90704
C -0.64068 2.43595 0.82623
C 0.28955 -1.83088 2.22906
C 3.01718 -3.14529 -1.40421
C -1.62071 -1.89504 3.90303
C 2.98983 -3.25631 -0.08354
C 1.84319 -0.22545 -3.48746
C 3.64792 -2.33087 3.08649
C 2.07403 1.92596 -4.16293
C 4.55388 -2.89380 3.97816
C -1.35340 0.25799 -3.19298
C -7.21575 -2.32717 1.16027
C 2.28995 -4.29769 3.20940
C 1.56938 -2.38221 1.71036
C 0.06362 3.66264 5.31016
C 3.09212 -2.25298 -4.06181
C -9.01563 -2.07971 2.81904
C -0.74504 4.10858 -0.64700
C 2.08850 -2.06235 -1.79380
C -0.51317 2.89817 4.30198
C -3.95996 0.03059 -2.67701
C 0.98241 6.65670 -4.53986
C 1.55665 2.93515 3.08695
C -2.56885 0.42306 -2.31549
C -5.94777 -2.01446 0.69918
C 1.06283 1.87815 -3.17538
C 4.74344 -3.58149 -5.89714
C 1.36171 5.26922 -2.60876
C 0.45368 2.92720 -2.50211
C 0.30394 -0.48516 3.11553
C -1.01257 3.80537 0.65996
C 0.22761 2.53065 3.18161
C 1.92955 -2.36731 0.40917
C -0.32619 -2.55230 3.46252
C -5.14432 -1.05949 1.33691
C 0.61610 4.24449 -3.18566
C 0.05786 4.43563 -4.44701
C -2.69641 -0.81724 1.83438
C 3.18784 -4.86261 4.10457
C 4.47273 -2.04065 -4.06698
C 1.39213 4.05557 5.21149
C -0.17756 2.92519 -1.23442
C 4.32390 -4.16179 4.49428
C 2.19957 -1.53734 -3.08408
C -5.68570 -0.43628 2.47609
C 0.23308 5.64013 -5.11749
C 5.29433 -2.69921 -4.97353
C 2.50347 -3.02198 2.68857
C 2.54647 0.65247 -4.36740
C -2.74231 -1.44779 3.01316
H 5.44242 -2.34318 4.26440
H 1.48249 -3.29194 -5.00899
H 2.12977 2.65842 2.20785
H -5.54907 -2.54900 -0.15379
H 1.28275 -0.06598 3.33459
H -0.02622 -1.11493 5.30393
H -7.81289 -3.07584 0.65376
H 3.57722 -3.91830 0.53265
H -2.00993 -2.41922 4.76785
H -0.21467 5.78122 -6.09347
H 1.84328 4.64769 5.99756
H -0.52511 3.94887 6.17388
H 1.42971 -4.86866 2.87763
H 1.80024 5.11451 -1.62993
H -0.08967 -3.55837 3.77976
H -4.39193 0.19565 -3.65429
H 3.64465 -3.69287 -2.08903
H -0.90793 5.05093 -1.14622
H 3.35066 0.35277 -5.02112
H -1.42678 4.44823 1.42414
H 2.45496 2.83469 -4.60564
H 2.14339 7.25204 -2.83270
H -1.54614 2.57795 4.37513
H 2.93574 -4.47857 -6.62433
H 3.17758 3.98489 4.01868
H 5.38137 -4.09900 -6.60398
H -2.60662 1.52962 -2.24746
H -0.51714 3.62879 -4.88996
H 5.02756 -4.60623 5.18795
H 3.82377 -1.33974 2.68079
H 6.36446 -2.52735 -4.95677
H -3.70975 -1.83306 3.31519
H 3.00350 -5.85696 4.49405
H -7.33347 -0.25552 3.83266
H 4.89489 -1.35314 -3.34098
H 1.12510 7.59377 -5.06513
H -5.60086 -0.64697 -1.45508
H -5.09022 0.31503 2.98217
```

Properties
total charge: -1
HOMO-LUMO gap (spin up / spin down): 5.2 / 5.1 eV
multiplicity: 2
max |F|: 3.5 eV/A

[2]
ORCA calculation (ωB97M-V/def2-TZVPD) on 5 unconnected molecules or ions with the total composition C61H40BN2O10 in a non-equilibrium geometry.

Structure (XYZ):
```
114
C61H40BN2O10, DFT ωB97M-V/def2-TZVPD
O 3.79834 -6.72030 -4.68656
O -8.35838 2.28853 -1.06529
O 3.98307 3.38650 0.73190
O -4.33208 4.04896 -2.36917
O 2.93797 -2.21511 3.11226
O 4.81719 1.14707 0.89870
O -2.84724 8.93522 -0.82150
O 6.39257 -2.12566 -3.88496
O 5.40922 -5.64627 6.37233
O -6.76856 -0.55370 3.16388
N 0.56306 1.83553 -1.37651
N 1.76697 2.14095 -0.95083
C -5.00253 6.24441 -1.86629
C -3.19338 7.81880 -1.14778
C 1.72110 0.44416 0.89437
C -6.13602 0.69415 1.27692
C 2.30167 1.51286 0.11533
C 3.42047 -5.06365 5.26789
C 2.76627 -4.99147 -2.74970
C 4.83906 -4.85211 5.65375
C -6.33760 5.98534 -2.16372
C -3.84270 1.02954 0.63632
C -6.55130 1.42039 0.16002
C -5.61000 1.93300 -0.72735
C -11.27249 0.92803 1.60522
C -0.85947 6.97517 -0.95077
C -7.28532 6.98722 -2.02041
C 4.37248 -5.66258 -4.52737
C 4.90314 -2.75977 4.28246
C 2.76697 -4.15124 4.43730
C 3.04011 -2.93326 -1.53189
C -2.59020 5.43874 -1.63056
C 3.90453 -4.69955 -3.49583
C -7.99626 1.66687 -0.08570
C 5.54355 -3.64578 5.15029
C 7.05175 -5.83652 -7.15917
C -4.61650 7.51889 -1.44174
C 3.49305 -2.98372 3.88241
C 4.59911 -3.51240 -3.26904
C 7.52615 -2.28441 5.07215
C 6.85419 -3.40128 5.54688
C 7.70416 -4.62040 -6.97606
C -8.57263 0.37968 1.98175
C 0.74138 -5.43714 4.62306
C 0.36366 0.08659 0.42943
C 5.97560 -6.17735 -6.35353
C 6.89442 -1.41116 4.19130
C 5.78752 -3.16142 -4.08924
C 2.73623 -6.17278 5.75391
C 5.58644 -1.64735 3.79722
C 7.28957 -3.75168 -5.97775
C 5.26687 0.38050 -0.23954
C 0.07003 5.94755 -1.00706
C -10.33756 1.42338 0.70887
C -9.51619 -0.12951 2.86877
C 4.17023 -2.63666 -2.27822
C -4.00413 5.15755 -1.98873
C -6.90414 8.25144 -1.57911
C 6.21372 -4.09105 -5.16280
C -0.33219 4.66181 -1.36355
C -2.19475 6.72063 -1.25152
C -4.77910 0.50515 1.51463
C 5.54706 -5.30292 -5.35994
C 1.40017 -6.35892 5.43140
C 1.42419 -4.33932 4.12234
C 2.33172 -4.10748 -1.77394
C -4.25697 1.73751 -0.48953
C -5.57263 8.51825 -1.29473
C -0.06921 0.89640 -0.70972
C -10.86244 0.14384 2.67989
C -7.13120 0.11617 2.21686
C -1.65558 4.41106 -1.67982
C -8.98616 1.14655 0.88972
B 3.79054 2.01518 0.59258
H -5.28148 9.50450 -0.95459
H -9.20112 -0.73554 3.70927
H 2.70506 -2.24639 -0.76143
H 4.43117 0.12338 -0.93631
H 8.53868 -4.35199 -7.61265
H -0.54613 7.97290 -0.66854
H 7.80269 -2.80821 -5.83744
H 7.38153 -6.51707 -7.93490
H 1.44145 -4.33338 -1.19870
H -8.32445 6.78299 -2.24854
H -4.45145 -0.04736 2.38720
H -0.30566 -5.57766 4.38249
H 2.27350 2.88977 -1.43301
H -5.92814 2.48770 -1.59981
H 6.08462 0.88329 -0.81609
H -10.66142 2.02874 -0.12883
H 5.68646 -0.57624 0.16311
H 4.71523 -1.72047 -2.09093
H -1.96159 3.41095 -1.96195
H 0.90897 -3.62735 3.48961
H -6.64003 5.00180 -2.50284
H 7.35142 -4.07939 6.22962
H -7.64773 9.03005 -1.45887
H -1.10198 0.68302 -1.07388
H -12.32361 1.15075 1.46647
H 2.21641 -5.90667 -2.93232
H 5.46800 -7.12243 -6.50262
H 0.38624 3.85762 -1.39698
H 1.10899 6.14649 -0.76791
H 0.86789 -7.22113 5.81465
H 3.35909 3.87951 0.17663
H -0.24477 -0.68928 0.92878
H 3.24358 -6.88965 6.38767
H 2.19754 -0.05653 1.77648
H -11.59526 -0.24980 3.37401
H -2.78414 0.88538 0.82795
H 7.42308 -0.54295 3.81585
H 5.09739 -0.96204 3.11516
H -3.52578 2.14059 -1.17766
H 8.54512 -2.09359 5.38670
```

Properties
total charge: +1
HOMO-LUMO gap: 5.9 eV
multiplicity: 1
max |F|: 4.2 eV/A